[1]
Molecular formula: C48H40N8O16
Method: DFT, wB97M-V/def2-TZVPD

```
112
Properties=species:S:1:pos:R:3:lowdin_charge:R:1
C 3.27477 5.24806 -0.16741 -0.074
C 2.07812 5.88716 -0.47497 -0.059
C 2.12963 7.10659 -1.12977 -0.006
C 3.37297 7.62924 -1.43536 -0.167
C 4.55894 7.06233 -1.02611 -0.005
C 4.51167 5.85660 -0.34165 -0.059
N 3.43732 8.88614 -2.19179 -0.351
O 4.47025 9.52507 -2.15780 0.078
O 2.44262 9.21248 -2.81765 0.064
H 3.26435 4.19511 0.10034 0.110
H 1.16646 5.36045 -0.22714 0.088
H 1.21206 7.61454 -1.38631 0.122
H 5.51798 7.49562 -1.26632 0.124
H 5.41204 5.30394 -0.11409 0.111
C -5.50061 -0.97849 2.26701 -0.067
C -4.14144 -0.86924 2.01195 -0.054
C -3.65390 -0.58747 0.74154 0.018
C -4.59272 -0.42233 -0.26163 -0.139
C -5.94581 -0.54784 -0.04025 -0.007
C -6.40940 -0.83768 1.23477 -0.063
N -4.09847 -0.24138 -1.64094 -0.342
O -2.89649 -0.24933 -1.81123 0.067
O -4.92328 -0.12770 -2.52490 0.085
H -5.73507 -1.21468 3.29742 0.108
H -3.38497 -1.09890 2.75458 0.097
H -2.60335 -0.54359 0.50118 0.089
H -6.62611 -0.42917 -0.87118 0.120
H -7.45132 -1.11034 1.33364 0.109
C -0.41503 -1.02883 2.49441 -0.058
C -0.13287 -1.16118 1.14789 -0.053
C -0.17857 -0.05463 0.30676 -0.020
C -0.36892 1.18847 0.85957 -0.153
C -0.61106 1.34981 2.21860 -0.004
C -0.70539 0.23727 3.02041 -0.065
N -0.36870 2.36430 -0.01359 -0.323
O -0.54740 2.16968 -1.20079 0.067
O -0.16469 3.44786 0.49783 0.079
H -0.32878 -1.84894 3.19575 0.091
H 0.17310 -2.13013 0.77100 0.091
H -0.25245 -0.24346 -0.75564 0.107
H -0.85100 2.33967 2.58464 0.121
H -0.89897 0.34170 4.07958 0.110
C -2.84266 3.73508 -4.75304 -0.059
C -2.22808 3.93481 -5.99564 -0.068
C -1.17701 3.14061 -6.36868 -0.009
C -0.68883 2.17936 -5.49064 -0.151
C -1.31746 1.92529 -4.28506 -0.012
C -2.36085 2.74800 -3.91414 -0.068
N 0.38764 1.29889 -5.93661 -0.332
O 0.96852 0.65820 -5.06529 0.046
O 0.69269 1.28599 -7.10411 0.100
H -3.69137 4.33331 -4.45280 0.107
H -2.68588 4.69300 -6.61735 0.108
H -0.65469 3.29202 -7.30476 0.121
H -0.96126 1.09008 -3.70173 0.103
H -2.90651 2.44867 -3.02648 0.102
C 2.05950 -3.13900 -2.04105 -0.072
C 1.36300 -2.02751 -2.49001 -0.073
C 0.42560 -2.12834 -3.52240 0.008
C 0.27498 -3.36736 -4.10610 -0.145
C 0.87235 -4.50136 -3.57442 -0.008
C 1.69973 -4.41702 -2.47788 -0.059
N -0.43300 -3.42295 -5.38868 -0.350
O -0.97440 -2.42477 -5.80134 0.089
O -0.49600 -4.51481 -5.93426 0.066
H 2.78428 -2.97644 -1.25231 0.108
H 1.74671 -1.04993 -2.22004 0.108
H 0.00532 -1.19104 -3.85107 0.091
H 0.56076 -5.42717 -4.04521 0.120
H 2.18702 -5.27291 -2.03555 0.107
C 1.06276 -7.67011 4.96043 -0.080
C 2.05373 -6.76472 4.62528 -0.063
C 1.80537 -5.81172 3.64458 -0.012
C 0.60709 -5.83113 2.96553 -0.167
C -0.39506 -6.72441 3.32231 -0.009
C -0.14414 -7.71019 4.25616 -0.061
N 0.33518 -4.89831 1.87038 -0.339
O -0.82299 -4.66307 1.60515 0.085
O 1.29857 -4.39338 1.32077 0.069
H 1.19670 -8.38491 5.76442 0.107
H 3.03414 -6.84656 5.07367 0.110
H 2.53633 -5.04608 3.41921 0.125
H -1.32073 -6.70277 2.76165 0.121
H -0.88480 -8.44525 4.53608 0.108
C 1.52828 4.77108 -3.72827 -0.065
C 1.86151 3.52057 -3.23538 -0.063
C 3.19699 3.14771 -3.19450 0.001
C 4.16258 4.05243 -3.59409 -0.154
C 3.84294 5.27773 -4.15139 -0.005
C 2.50326 5.58757 -4.28683 -0.063
N 5.57047 3.72042 -3.32895 -0.351
O 5.86440 2.57063 -3.07853 0.077
O 6.35689 4.65152 -3.33571 0.067
H 0.48735 5.07309 -3.75232 0.114
H 1.12400 2.82168 -2.86546 0.084
H 3.49477 2.21276 -2.74143 0.120
H 4.59650 5.92654 -4.57244 0.124
H 2.20610 6.47878 -4.82436 0.114
C -2.00243 -4.20186 9.82828 -0.062
C -2.58180 -3.14048 9.14656 -0.066
C -2.34790 -2.93752 7.79568 -0.004
C -1.51022 -3.81421 7.14677 -0.152
C -0.99854 -4.94570 7.76308 -0.002
C -1.19857 -5.09497 9.11730 -0.063
N -1.18024 -3.61153 5.73081 -0.331
O -1.95954 -2.98147 5.04152 0.076
O -0.06679 -3.95086 5.37361 0.082
H -2.14594 -4.25138 10.89730 0.108
H -3.21370 -2.44956 9.69070 0.110
H -2.80504 -2.11673 7.26106 0.121
H -0.27341 -5.56274 7.24947 0.116
H -0.71969 -5.86037 9.71616 0.110
```

Calculated values
LUMO energy ... -1.045 eV
Strongest force on any atom ... 1.5 eV/Å
Total charge ... 0
Structure (SMILES) ... O=[N+]([O-])c1ccccc1.O=[N+]([O-])c1ccccc1.O=[N+]([O-])c1ccccc1.O=[N+]([O-])c1ccccc1.O=[N+]([O-])c1ccccc1.O=[N+]([O-])c1ccccc1.O=[N+]([O-])c1ccccc1.O=[N+]([O-])c1ccccc1
Molar mass ... 984.89 g/mol

[2]
Molecular formula: C48H40O16
Method: DFT, wB97M-V/def2-TZVPD

```
104
Properties=species:S:1:pos:R:3:lowdin_charge:R:1
C 5.29665 1.84167 5.07425 -0.040
C 4.63454 2.71778 4.25289 -0.051
C 3.24382 2.70870 4.04329 -0.276
C 2.58584 1.56972 4.52332 -0.022
C 3.28269 0.61642 5.21727 -0.045
C 4.59114 0.77120 5.56443 -0.349
O 5.16560 -0.24395 6.31155 0.028
O 2.54493 3.61427 3.21292 0.018
H 6.36133 1.96981 5.10575 0.117
H 5.25882 3.49391 3.73547 0.139
H 1.58647 1.39509 4.10895 0.116
H 2.80312 -0.30876 5.64814 0.149
H 6.01742 -0.03291 6.72746 0.113
H 1.69819 3.23394 2.99237 0.036
C -6.76306 -0.18488 -1.04189 0.003
C -7.28975 -1.49338 -1.09151 -0.019
C -6.47820 -2.52149 -1.50244 -0.318
C -5.20608 -2.31572 -2.06386 -0.031
C -4.78295 -1.03150 -2.12373 -0.048
C -5.50227 0.01382 -1.58025 -0.328
O -5.06606 1.33235 -1.58185 0.018
O -6.81135 -3.86724 -1.34629 0.019
H -7.44939 0.58523 -0.77351 0.111
H -8.28730 -1.71119 -0.72408 0.115
H -4.63164 -3.15302 -2.48540 0.121
H -3.83182 -0.84794 -2.62755 0.112
H -4.16403 1.24839 -1.97854 0.080
H -7.69371 -3.96830 -0.95877 0.102
C 3.66940 -1.43272 0.41401 -0.022
C 3.39697 -0.58735 -0.64217 -0.018
C 3.41084 0.80190 -0.42888 -0.255
C 3.83709 1.33001 0.82492 -0.014
C 4.14201 0.44986 1.81803 -0.031
C 4.02485 -0.91322 1.64325 -0.339
O 4.47953 -1.80519 2.51576 0.093
O 3.16122 1.61530 -1.61261 -0.045
H 3.70664 -2.52529 0.32068 0.114
H 3.20494 -0.81029 -1.66753 0.103
H 4.00101 2.46934 0.98416 0.153
H 4.52356 0.90138 2.73321 0.093
H 4.67626 -1.34103 3.31091 0.084
H 3.23010 1.00551 -2.41012 0.070
C 3.28642 -0.02488 -4.84271 -0.014
C 1.96768 -0.48790 -4.63779 -0.020
C 0.91889 0.35545 -4.33104 -0.344
C 1.26303 1.70404 -4.12386 -0.014
C 2.55421 2.19225 -4.28513 -0.013
C 3.58813 1.29639 -4.57902 -0.406
O 4.80889 1.79754 -4.75517 0.059
O -0.33112 -0.13192 -4.19364 0.060
H 4.04431 -0.79995 -5.01808 0.125
H 1.71301 -1.53796 -4.92633 0.132
H 0.57842 2.38217 -3.69732 0.095
H 2.79138 3.20344 -3.98479 0.125
H 5.50432 1.27981 -4.31151 0.129
H -0.87925 0.32323 -3.56853 0.050
C -0.17867 -4.80061 -2.82781 0.065
C 1.03586 -5.12822 -2.31167 0.020
C 1.72007 -4.36483 -1.24953 -0.416
O 2.87235 -4.55289 -0.97864 0.124
C 0.93485 -3.31613 -0.62024 0.012
C -0.29638 -2.94152 -0.98211 0.044
C -0.98220 -3.74644 -2.04506 -0.380
O -2.14904 -3.66088 -2.19872 0.109
H -0.77615 -5.37319 -3.55079 0.125
H 1.66011 -5.93788 -2.68466 0.120
H 1.39244 -2.66286 0.18105 0.126
H -0.78891 -2.06936 -0.59726 0.098
C -1.72915 4.97828 -0.40700 0.022
C -1.43890 5.28091 0.85015 0.021
C -0.00554 5.52225 1.20392 -0.372
O 0.28564 5.83738 2.36217 0.093
C 1.07078 5.40113 0.23063 0.006
C 0.79922 5.13874 -1.03097 0.034
C -0.63370 4.93331 -1.46050 -0.373
O -0.95284 4.64371 -2.57900 0.103
H -2.67428 4.75965 -0.79471 0.101
H -2.23828 5.27538 1.60361 0.133
H 2.05343 5.44103 0.62106 0.119
H 1.54077 4.98318 -1.80699 0.121
C -4.10903 -2.50194 1.37357 0.027
C -3.81172 -3.70293 0.80617 0.047
C -3.35153 -4.83869 1.63600 -0.409
O -2.86068 -5.86361 1.20330 0.108
C -3.36244 -4.66963 3.08436 0.031
C -3.46706 -3.39404 3.62473 0.044
C -4.07202 -2.28804 2.83143 -0.397
O -4.50962 -1.28431 3.35599 0.100
H -4.38043 -1.74692 0.67012 0.080
H -3.85653 -3.90219 -0.28150 0.110
H -3.10718 -5.54657 3.71734 0.132
H -3.24552 -3.13533 4.64639 0.111
C -1.76589 0.90291 1.49825 0.073
C -2.29653 0.28234 0.43736 0.039
C -1.67826 0.54898 -0.89444 -0.327
O -2.25923 0.54303 -1.97936 0.061
C -0.25499 0.99149 -0.87583 0.058
C 0.20554 1.68406 0.16381 0.022
C -0.48207 1.70502 1.42897 -0.344
O -0.08756 2.30940 2.41641 0.098
H -2.30688 1.10884 2.42679 0.135
H -3.32141 -0.01209 0.35187 0.095
H 0.28927 0.88671 -1.84336 0.117
H 1.18454 2.14143 0.08757 0.110
```

Calculated values
LUMO energy ... -2.384 eV
Strongest force on any atom ... 3.6 eV/Å
Total charge ... 0
Structure (SMILES) ... O=C1C=CC(=O)C=C1.O=C1C=CC(=O)C=C1.O=C1C=CC(=O)C=C1.O=C1C=CC(=O)C=C1.Oc1ccc(O)cc1.Oc1ccc(O)cc1.Oc1ccc(O)cc1.Oc1ccc(O)cc1
Molar mass ... 872.83 g/mol

Going through the records in order, we get energy above the lowest of the compared OMol25 structures with the same formula, charge and spin values of 16.0; 0.0 kcal/mol.
Going through the records in order, we get HOMO level values of -9.48; -8.15 eV.
Going through the records in order, we get E_tot values of -3494.252681; -3056.714668 Eh.